(1)
{
  "formula": "C25H36N4O4",
  "method": "wB97M-V/def2-TZVPD",
  "smiles": "CCCCCC(=O)Nc1cccc(C2=NO[C@@]3(C2)C[C@H](C(N)=O)N(C(=O)CCCCC)C3)c1",
  "gap_ev": 8.79,
  "relative_energy_kcal_mol": 9.17,
  "fmax_ev_per_a": 1.10,
  "elements": ["C", "C", "C", "C", "C", "C", "O", "N", "C", "C", "C", "C", "C", "C", "N", "O", "C", "C", "C", "C", "C", "N", "O", "N", "C", "O", "C", "C", "C", "C", "C", "C", "C", "H", "H", "H", "H", "H", "H", "H", "H", "H", "H", "H", "H", "H", "H", "H", "H", "H", "H", "H", "H", "H", "H", "H", "H", "H", "H", "H", "H", "H", "H", "H", "H", "H", "H", "H", "H"],
  "coordinates": [[-4.74158, -4.12292, 2.34132], [-5.98832, -3.67894, 1.58612], [-5.67177, -2.59441, 0.55832], [-6.92315, -2.14354, -0.19158], [-6.62605, -1.09982, -1.27629], [-6.14874, 0.19474, -0.64006], [-6.91400, 1.00885, -0.17626], [-4.78828, 0.31630, -0.62509], [-3.99982, 1.34391, -0.09930], [-4.53713, 2.49359, 0.47332], [-3.69011, 3.47408, 0.96299], [-2.31934, 3.33041, 0.89324], [-1.77020, 2.17835, 0.32539], [-0.33182, 2.02183, 0.24454], [0.48281, 2.93965, 0.59247], [1.77474, 2.55229, 0.41541], [1.83737, 1.22801, -0.15503], [0.37319, 0.77685, -0.23850], [2.56858, 1.26375, -1.50431], [3.21021, -0.11218, -1.61282], [2.28597, -1.13151, -2.31909], [2.87518, -2.31648, -2.50763], [1.15804, -0.86408, -2.67990], [3.47355, -0.49383, -0.22506], [4.42566, -1.39764, 0.08057], [4.98371, -2.04439, -0.79856], [4.73275, -1.62122, 1.54637], [6.21842, -1.92706, 1.75889], [7.07356, -0.66300, 1.83787], [7.05663, 0.16571, 0.55561], [8.02493, 1.33977, 0.63389], [2.75172, 0.34438, 0.70899], [-2.61780, 1.19013, -0.16604], [-4.98866, -4.89264, 3.06839], [-4.00098, -4.52641, 1.65370], [-4.29660, -3.28233, 2.86963], [-6.43192, -4.53916, 1.07950], [-6.72511, -3.29617, 2.29524], [-4.93856, -2.98354, -0.15428], [-5.22388, -1.74084, 1.07261], [-7.39360, -3.01116, -0.65990], [-7.63653, -1.71656, 0.51570], [-7.54961, -0.88018, -1.81368], [-5.89114, -1.48912, -1.98312], [-4.25998, -0.44322, -1.03216], [-5.60598, 2.61059, 0.52824], [-4.11494, 4.36353, 1.40309], [-1.65238, 4.08939, 1.26773], [0.09540, 0.50245, -1.25560], [0.15774, -0.06873, 0.41822], [1.88982, 1.45474, -2.33303], [3.32478, 2.04840, -1.46912], [4.15956, -0.09839, -2.16052], [2.35786, -3.06172, -2.94461], [3.80098, -2.48463, -2.12045], [4.43815, -0.76803, 2.15411], [4.13668, -2.48402, 1.85757], [6.56262, -2.55268, 0.93354], [6.33836, -2.48994, 2.68656], [6.73131, -0.04445, 2.67244], [8.10376, -0.95798, 2.05058], [6.04953, 0.54829, 0.37594], [7.32131, -0.47403, -0.28847], [7.76767, 1.99204, 1.46611], [9.04305, 0.98577, 0.77987], [7.99359, 1.92474, -0.28233], [2.18409, -0.25703, 1.42446], [3.43320, 1.00410, 1.26043], [-2.20574, 0.29738, -0.61485]]
}

(2)
{
  "formula": "C25H36N4O4S",
  "method": "wB97M-V/def2-TZVPD",
  "smiles": "CCN1CCC[C@@H]1CNC(=O)c1cn(CC)c2ccc(S(=O)(=O)N3CCCCCC3)cc2c1=O",
  "gap_ev": 8.23,
  "relative_energy_kcal_mol": 4.30,
  "fmax_ev_per_a": 1.23,
  "elements": ["C", "C", "N", "C", "C", "C", "C", "C", "N", "C", "O", "C", "C", "N", "C", "C", "C", "C", "C", "C", "S", "O", "O", "N", "C", "C", "C", "C", "C", "C", "C", "C", "C", "O", "H", "H", "H", "H", "H", "H", "H", "H", "H", "H", "H", "H", "H", "H", "H", "H", "H", "H", "H", "H", "H", "H", "H", "H", "H", "H", "H", "H", "H", "H", "H", "H", "H", "H", "H", "H"],
  "coordinates": [[-1.22899, 3.17387, -3.15078], [-0.90873, 2.64756, -4.54671], [-1.00255, 1.20812, -4.57573], [-2.35196, 0.66278, -4.49473], [-2.42166, -0.47032, -5.52397], [-0.95471, -0.82977, -5.73155], [-0.25866, 0.52636, -5.62331], [1.22085, 0.39635, -5.22177], [1.32795, 0.02793, -3.83681], [1.84885, -1.13036, -3.41602], [2.39693, -1.94857, -4.14193], [1.74901, -1.35928, -1.93690], [2.33742, -2.49458, -1.47299], [2.37159, -2.89094, -0.18663], [3.00478, -4.15766, 0.13168], [1.98076, -5.28699, 0.21322], [1.74770, -2.12338, 0.77123], [1.71745, -2.49163, 2.12645], [1.09587, -1.69002, 3.05597], [0.48553, -0.50443, 2.66577], [-0.27614, 0.51711, 3.93588], [-1.02378, -0.36900, 4.78309], [0.76371, 1.30876, 4.52926], [-1.28045, 1.49181, 3.06663], [-2.65312, 1.08243, 2.91074], [-3.51673, 1.21475, 4.17761], [-3.01720, 2.27810, 5.15553], [-2.73265, 3.64333, 4.52151], [-1.28072, 3.77990, 4.06547], [-0.93094, 2.87992, 2.88007], [0.49554, -0.12772, 1.34932], [1.11739, -0.92423, 0.38271], [1.08026, -0.46501, -1.01660], [0.51793, 0.58550, -1.32305], [-2.27620, 3.01076, -2.90894], [-1.02153, 4.23965, -3.09389], [-0.62199, 2.65092, -2.41670], [0.11670, 2.92332, -4.80324], [-1.58051, 3.12037, -5.28917], [-2.51776, 0.28172, -3.48037], [-3.10822, 1.43161, -4.69700], [-3.01891, -1.31127, -5.17692], [-2.85030, -0.10555, -6.45918], [-0.76337, -1.31766, -6.68512], [-0.60513, -1.47710, -4.92684], [-0.31637, 1.05926, -6.59086], [1.70948, -0.37549, -5.82061], [1.73935, 1.34858, -5.37998], [0.78578, 0.58503, -3.17866], [2.82659, -3.13369, -2.19726], [3.72641, -4.37680, -0.65805], [3.55614, -4.06323, 1.06931], [1.23775, -5.08488, 0.98052], [2.48027, -6.22272, 0.44804], [1.46928, -5.39602, -0.74011], [2.17771, -3.40656, 2.46027], [1.06178, -1.96740, 4.09739], [-2.63932, 0.03703, 2.59016], [-3.07437, 1.67926, 2.09693], [-3.51846, 0.26055, 4.70461], [-4.54157, 1.44078, 3.87447], [-2.10657, 1.91004, 5.63214], [-3.77364, 2.38733, 5.93599], [-2.92639, 4.42429, 5.26030], [-3.40769, 3.81459, 3.67990], [-0.61990, 3.52267, 4.89482], [-1.07877, 4.81410, 3.77706], [-1.43543, 3.22989, 1.97290], [0.14803, 2.91252, 2.71617], [0.02126, 0.78468, 1.02274]]
}

(3)
{
  "formula": "C25H36NO4PPt",
  "method": "wB97M-V/def2-TZVPD",
  "gap_ev": 8.85,
  "relative_energy_kcal_mol": 4.48,
  "fmax_ev_per_a": 1.64,
  "elements": ["Pt", "O", "C", "O", "C", "C", "C", "C", "C", "N", "C", "O", "O", "H", "H", "H", "C", "C", "C", "C", "C", "C", "P", "C", "C", "C", "C", "C", "C", "C", "C", "C", "C", "C", "C", "H", "H", "H", "H", "H", "H", "H", "H", "H", "H", "H", "H", "H", "H", "H", "H", "H", "H", "H", "H", "H", "H", "H", "H", "H", "H", "H", "H", "H", "H", "H", "H", "H"],
  "coordinates": [[1.83247, 0.57473, 0.66067], [5.12707, 1.39758, -1.51243], [4.25595, 1.28476, -0.68376], [3.52105, 0.21795, -0.46459], [3.91789, 2.44010, 0.24114], [4.38056, 3.73484, 0.13172], [3.87593, 4.68907, 1.01260], [2.94179, 4.32556, 1.97723], [2.52062, 3.01106, 2.00596], [3.01903, 2.11980, 1.16582], [1.41480, 2.43236, 2.84916], [1.03531, 2.99533, 3.84967], [0.93833, 1.30513, 2.37228], [5.09185, 3.97172, -0.64672], [4.17745, 5.72386, 0.91588], [2.51073, 5.02801, 2.67610], [-3.71978, 1.05511, 1.69666], [-3.01993, 1.98158, 0.68958], [-1.57509, 1.52695, 0.43282], [-1.50269, -0.01132, 0.50129], [-1.67318, -0.40817, 1.98833], [-2.71069, 0.49102, 2.69429], [0.09628, -0.62853, -0.14474], [0.21557, -2.43688, 0.16752], [0.79330, -2.75160, 1.55547], [1.23295, -4.22264, 1.62163], [0.31768, -5.13481, 0.78427], [-1.09242, -4.55587, 0.70346], [-1.09007, -3.22693, -0.07066], [0.06697, -0.52707, -1.98864], [-1.30893, -0.79846, -2.65064], [-1.96749, 0.49255, -3.12460], [-1.12574, 1.14591, -4.23032], [0.38700, 0.98239, -3.97687], [0.68366, 0.79623, -2.49143], [-4.19847, 0.22409, 1.16936], [-4.50994, 1.59734, 2.21784], [-3.00565, 3.00490, 1.07038], [-3.58088, 1.98973, -0.24909], [-0.91252, 1.91903, 1.20034], [-1.22911, 1.91901, -0.52349], [-2.30245, -0.43225, -0.11318], [-0.71286, -0.28741, 2.48898], [-1.97605, -1.45404, 2.06910], [-2.19983, 1.31338, 3.20145], [-3.22709, -0.08612, 3.46265], [0.96795, -2.75136, -0.56501], [0.03502, -2.56111, 2.31678], [1.63491, -2.09278, 1.76971], [1.21526, -4.54707, 2.66404], [2.26341, -4.31707, 1.27324], [0.28942, -6.13340, 1.22220], [0.71470, -5.24355, -0.22953], [-1.47595, -4.40443, 1.71648], [-1.76306, -5.26061, 0.20885], [-1.95634, -2.63660, 0.23368], [-1.19720, -3.42847, -1.13922], [0.75666, -1.32318, -2.28554], [-1.96909, -1.33677, -1.96976], [-1.15903, -1.44705, -3.51841], [-2.08218, 1.17514, -2.27981], [-2.97139, 0.28507, -3.49946], [-1.38330, 2.20455, -4.29837], [-1.37899, 0.69036, -5.19006], [0.92173, 1.85568, -4.35238], [0.77299, 0.11693, -4.52271], [0.29172, 1.65431, -1.93947], [1.75935, 0.77244, -2.31777]]
}

Which formula does entry 3 have? C25H36NO4PPt